Here is a cluster of 2 separate species, C4NO4S4 in total in a non-equilibrium geometry from the Open Molecules 2025 dataset. Energies are from wB97M-V/def2-TZVPD.

```
13
Properties=species:S:1:pos:R:3:forces:R:3:mulliken_charge:R:1
C -2.064 0.568 -1.771 1.64 -0.62 -0.45 0.47
C -2.674 -0.356 -0.693 -0.66 -0.32 -0.63 0.40
C 2.055 1.329 1.558 0.91 2.36 0.84 0.59
C 2.359 -0.735 1.054 1.73 -1.66 0.67 0.47
N -0.123 -0.377 -0.243 2.45 -1.50 1.58 -0.20
O -2.555 1.144 -2.667 -0.71 0.16 0.41 -0.36
O -3.806 -0.692 -0.733 -0.52 0.25 0.17 -0.37
O 3.178 1.484 1.795 -0.24 0.02 -0.07 -0.29
O 3.366 -0.992 1.557 -1.50 0.66 -0.48 -0.16
S -0.222 0.404 -1.737 -0.41 0.37 -0.56 0.13
S -1.547 -1.074 0.452 0.15 0.15 0.01 0.14
S 0.516 1.590 1.382 -0.12 -0.60 -0.03 -0.02
S 1.335 -1.526 -0.016 -2.73 0.73 -1.46 0.20
```
Positions in Å, forces in eV/Å.

For the total energy, the calculation gives -2100.45543 Ha. The largest force on an atom comes out at 3.28 eV/Å. As for the total charge: +1.